This record from the OMol25 dataset describes 2 unconnected molecules or ions with the total composition C3H7N. The level of theory is the ωB97M-V functional and the def2-TZVPD basis.

Structure (XYZ):
```
11
Properties=species:S:1:pos:R:3:nbo_charge:R:1
C -0.68 -0.70 1.10 -0.261
N -0.18 0.20 0.32 -0.206
C 0.77 1.00 -0.16 -0.227
C -0.51 0.92 -0.91 -0.237
H 1.33 -1.84 -0.35 -0.036
H -1.62 -1.16 0.82 0.196
H -0.14 -0.97 2.00 0.198
H 1.32 1.77 0.36 0.212
H 1.60 -1.17 -0.55 0.000
H -1.32 1.64 -0.80 0.178
H -0.55 0.31 -1.82 0.183
```

Its net charge is 0. The value obtained for the HOMO-LUMO gap is 8.64 eV. The value obtained for the energy above the lowest of the compared OMol25 structures with the same formula, charge and spin is 102.4 kcal/mol. As for the total energy: -173.07892 Eh.

---

This record from the OMol25 dataset describes 10 unconnected molecules or ions with the total composition C36H58N2O12 in a non-equilibrium geometry. The level of theory is the ωB97M-V functional and the def2-TZVPD basis.

Structure (XYZ):
```
108
Properties=species:S:1:pos:R:3:mulliken_charge:R:1
O 3.64 2.31 -1.95 -0.581
N 2.59 1.78 -2.21 0.974
O 1.48 2.25 -1.97 -0.545
C 2.65 0.48 -2.90 -0.014
C 3.87 -0.08 -3.21 -0.576
C 3.91 -1.22 -3.98 -0.607
C 2.74 -1.84 -4.37 -0.588
C 1.51 -1.30 -4.01 -0.353
C 1.48 -0.11 -3.32 0.125
H 4.79 0.41 -2.91 0.436
H 4.87 -1.67 -4.21 0.394
H 2.75 -2.75 -4.96 0.465
H 0.56 -1.80 -4.17 0.728
H 0.54 0.38 -3.11 -0.058
O -3.24 0.59 5.17 -0.658
N -3.65 0.50 4.04 1.263
O -3.97 -0.54 3.49 -0.607
C -3.88 1.74 3.28 -0.248
C -4.12 2.90 3.98 -0.588
C -4.33 4.08 3.29 -0.672
C -4.40 4.05 1.89 -0.498
C -4.27 2.86 1.19 -0.481
C -4.02 1.69 1.90 0.332
H -4.09 2.90 5.07 0.430
H -4.62 4.98 3.82 0.412
H -4.63 5.01 1.43 0.490
H -4.50 2.83 0.14 0.308
H -3.93 0.74 1.40 0.530
C -1.71 1.26 -2.09 1.668
C -2.90 2.00 -2.63 0.079
C -3.56 1.57 -3.92 -1.279
O -3.28 3.02 -2.07 -0.538
H -1.56 1.63 -1.08 -0.459
H -0.83 1.46 -2.70 0.225
H -1.95 0.20 -2.08 -0.555
H -2.84 1.17 -4.65 0.346
H -4.03 2.44 -4.38 0.386
H -4.30 0.79 -3.75 0.177
C -2.40 5.82 -0.69 -0.599
C -0.97 5.55 -0.27 0.239
C -0.56 4.11 -0.17 -0.050
O -0.21 6.44 0.02 -0.604
H -2.93 6.44 0.03 0.240
H -2.90 4.88 -0.88 0.008
H -2.36 6.36 -1.64 0.332
H -0.77 3.63 -1.13 0.072
H -1.11 3.55 0.59 0.087
H 0.50 3.98 0.03 0.429
C -3.50 -2.08 -2.45 -0.271
C -2.95 -2.41 -3.81 0.823
C -3.86 -3.13 -4.78 -1.364
O -1.81 -2.13 -4.13 -0.496
H -2.77 -1.53 -1.85 -0.465
H -3.70 -3.00 -1.91 0.432
H -4.41 -1.48 -2.53 0.362
H -3.80 -4.20 -4.55 0.320
H -3.51 -2.94 -5.79 0.359
H -4.89 -2.79 -4.70 0.381
C -0.17 2.24 5.30 -1.194
C 1.16 2.25 4.58 0.872
C 2.20 1.24 5.04 -0.779
O 1.35 2.96 3.64 -0.539
H -0.83 2.91 4.76 0.228
H -0.06 2.56 6.33 0.501
H -0.61 1.24 5.26 0.318
H 3.08 1.79 5.35 0.371
H 2.46 0.57 4.21 -0.016
H 1.81 0.65 5.86 0.335
C 1.70 -6.19 -2.09 -1.287
C 0.91 -5.59 -0.93 0.554
C 0.71 -4.09 -0.94 -0.423
O 0.48 -6.31 -0.05 -0.583
H 2.02 -7.18 -1.78 0.383
H 2.57 -5.59 -2.35 0.329
H 1.04 -6.31 -2.96 0.324
H -0.10 -3.90 -1.66 0.314
H 1.61 -3.60 -1.27 0.198
H 0.36 -3.80 0.05 0.239
C -0.51 0.91 1.86 0.443
C -0.80 -0.25 0.95 0.421
C 0.29 -0.69 0.01 1.958
O -1.80 -0.91 1.06 -0.739
H -0.10 1.77 1.32 -0.027
H 0.22 0.59 2.61 0.260
H -1.47 1.16 2.30 -0.558
H -0.12 -0.82 -0.99 -0.194
H 0.72 -1.61 0.39 -0.661
H 1.13 0.00 -0.07 -1.137
C 4.07 -3.19 0.80 -1.107
C 2.97 -3.23 1.82 1.203
C 2.67 -4.57 2.44 -1.351
O 2.44 -2.22 2.20 -0.460
H 5.02 -3.29 1.32 0.438
H 4.03 -2.25 0.25 0.026
H 4.02 -4.05 0.12 0.386
H 2.02 -4.45 3.30 0.344
H 3.59 -5.05 2.78 0.404
H 2.18 -5.22 1.71 0.131
C 3.43 0.81 1.19 0.416
C 4.67 0.01 0.91 0.412
C 5.22 -0.82 2.03 -1.093
O 5.13 -0.06 -0.19 -0.537
H 3.62 1.59 1.94 0.575
H 2.66 0.15 1.57 -0.509
H 3.09 1.29 0.28 -0.205
H 4.44 -1.46 2.45 0.058
H 5.66 -0.27 2.86 0.453
H 5.97 -1.49 1.60 0.412
```

Its net charge is 0. The SMILES is O=[N+]([O-])c1ccccc1.O=[N+]([O-])c1ccccc1.CC(C)=O.CC(C)=O.CC(C)=O.CC(C)=O.CC(C)=O.CC(C)=O.CC(C)=O.CC(C)=O. The value obtained for the HOMO-LUMO gap is 8.47 eV. The value obtained for the energy above the lowest of the compared OMol25 structures with the same formula, charge and spin is 0.0 kcal/mol. As for the total energy: -2418.72922 Eh.

---

This record from the OMol25 dataset describes C2H3NO2S in the gas phase in a non-equilibrium geometry. The level of theory is the ωB97M-V functional and the def2-TZVPD basis.

Structure (XYZ):
```
9
Properties=species:S:1:pos:R:3:nbo_charge:R:1
O 2.13 -1.33 0.39 -0.181
N 1.79 -0.28 -0.13 0.106
C 0.80 0.54 -0.06 0.537
O 0.78 1.76 -0.13 -0.501
C -0.59 -0.24 -0.46 -0.591
S -2.04 0.57 0.29 0.027
H -0.41 -1.32 -0.06 0.232
H -0.86 0.00 -1.43 0.244
H -1.61 0.30 1.59 0.128
```

Its net charge is 0. The SMILES is O=NC(=O)CS. The value obtained for the HOMO-LUMO gap (spin up / spin down) is 7.72 / 7.33 eV. The value obtained for the energy above the lowest of the compared OMol25 structures with the same formula, charge and spin is 118.8 kcal/mol. As for the total energy: -681.26995 Eh.